(1)
The following is a DFT calculation (the ωB97M-V functional and the def2-TZVPD basis) of C14H23NO2 in the gas phase.

XYZ file:
```
40
Properties=species:S:1:pos:R:3:forces:R:3:nbo_charge:R:1
C -1.2171 -1.2945 -1.9541 -0.2 0.0 0.0 -0.61
C -2.4092 -0.4531 -1.5169 0.4 0.1 0.1 -0.40
C -2.0223 0.4704 -0.3549 -0.4 0.1 -0.3 -0.05
C -3.1041 1.5352 -0.0692 0.2 -0.2 0.1 -0.41
C -4.4704 0.9681 0.3010 0.2 0.1 -0.1 -0.61
N -1.6748 -0.3589 0.7829 -0.2 -0.1 0.2 -0.63
C -0.8164 0.2478 1.7850 0.1 0.0 0.0 -0.24
C 0.5430 0.5226 1.2003 -0.1 -0.2 0.2 -0.04
C 0.9812 1.8123 0.9518 0.1 -0.2 0.0 -0.19
C 2.2096 2.0626 0.3735 0.3 0.0 -0.1 -0.29
C 3.0334 0.9984 0.0212 -0.2 0.3 0.1 0.33
O 4.2270 1.3312 -0.5512 -0.3 0.1 0.1 -0.49
C 5.1077 0.3035 -0.9291 0.1 -0.2 -0.1 -0.25
C 2.6154 -0.3055 0.2638 0.3 -0.3 -0.1 -0.40
C 1.3782 -0.5469 0.8512 -0.1 0.3 0.1 0.33
O 0.9078 -1.7914 1.1366 0.0 0.4 0.1 -0.49
C 1.6689 -2.9105 0.7631 0.2 -0.2 0.0 -0.25
H -0.4289 -0.6590 -2.3527 0.1 0.0 -0.1 0.20
H -0.8260 -1.8298 -1.0938 0.1 -0.1 0.1 0.22
H -1.5082 -2.0102 -2.7199 0.1 -0.1 -0.1 0.20
H -2.7719 0.1479 -2.3532 -0.1 0.0 0.0 0.20
H -3.2139 -1.1168 -1.1968 -0.1 0.0 0.0 0.19
H -1.1076 1.0038 -0.6418 -0.1 -0.1 0.0 0.20
H -3.2052 2.1666 -0.9543 0.0 0.1 0.0 0.20
H -2.7519 2.1726 0.7461 0.0 0.1 0.0 0.19
H -4.4053 0.3242 1.1762 -0.1 -0.1 0.1 0.19
H -5.1584 1.7784 0.5340 -0.1 0.0 0.0 0.21
H -4.8894 0.3930 -0.5207 -0.1 -0.1 0.0 0.20
H -2.5093 -0.7428 1.2100 0.1 0.0 0.0 0.36
H -1.2238 1.1850 2.2034 0.1 -0.1 0.0 0.16
H -0.7158 -0.4766 2.5981 -0.1 0.1 0.0 0.21
H 0.3439 2.6432 1.2182 -0.1 0.1 0.0 0.21
H 2.5480 3.0676 0.1822 0.0 0.1 0.0 0.22
H 4.6635 -0.3519 -1.6859 0.0 0.0 0.0 0.17
H 5.9772 0.8024 -1.3545 0.0 -0.1 0.0 0.20
H 5.4231 -0.2957 -0.0682 0.0 0.0 0.0 0.17
H 3.2517 -1.1323 -0.0037 0.1 -0.1 0.0 0.22
H 1.8376 -2.9431 -0.3187 0.0 0.0 0.0 0.18
H 1.0797 -3.7779 1.0579 0.1 0.0 0.0 0.20
H 2.6332 -2.9398 1.2830 0.0 0.0 0.0 0.17
```
Forces are in eV/Å.

Output
Energy in eV: -20475.6453
Total charge: 0
HOMO energy in eV: -7.97
ΔE to the lowest compared entry with this formula, charge and spin in eV: 0.387
Gap between HOMO and LUMO in eV: 8.76



(2)
The following is a DFT calculation (the ωB97M-V functional and the def2-TZVPD basis) of a molecular structure, C14H24AgF6O6 at a distorted geometry.

XYZ file:
```
51
Properties=species:S:1:pos:R:3:forces:R:3:nbo_charge:R:1
Ag -0.1484 -0.7114 0.9129 -1.8 -0.2 0.7 0.90
C -1.4333 0.6521 3.8210 -2.9 -3.0 -2.9 0.29
O -0.8295 1.2680 2.6353 1.5 3.2 0.8 -0.60
O -2.2330 -0.3039 3.2201 2.4 1.1 2.8 -0.85
C -0.2438 0.3232 4.7868 -0.6 0.9 -1.2 0.91
F 0.7159 -0.4178 4.2663 0.8 -0.6 -0.7 -0.33
F 0.3091 1.5425 5.0661 0.6 0.3 0.4 -0.37
F -0.5141 -0.2152 5.9627 -0.8 -0.4 0.8 -0.33
C -0.5942 2.7374 2.6628 -0.4 -1.1 -1.6 -0.06
C -0.3937 3.1195 1.1916 0.5 -0.1 0.1 -0.62
H 0.4348 2.5040 0.8412 0.1 -0.1 -0.2 0.20
H -1.2056 2.9578 0.4824 -0.3 -0.1 0.5 0.21
H -0.0585 4.1536 1.1122 -0.1 0.2 0.0 0.18
H 0.3044 3.1134 3.1520 0.3 -0.7 0.5 0.16
H -1.4090 3.3089 3.1073 -0.5 -0.4 0.1 0.16
H -2.0323 1.3872 4.3586 0.0 0.7 0.3 0.10
C -2.0041 -2.8267 -0.5086 -0.8 2.9 4.2 0.28
O -0.7072 -2.2547 -0.8623 0.6 -0.5 -0.9 -0.62
O -2.3249 -2.1201 0.6702 0.2 -1.3 -3.5 -0.87
C -3.0085 -2.8076 -1.7562 0.8 2.2 3.9 0.91
F -3.9737 -3.6272 -1.4738 -1.8 -1.6 0.2 -0.32
F -3.6526 -1.6158 -2.0326 1.2 -0.6 -0.5 -0.35
F -2.3597 -3.2823 -2.7774 0.6 -0.2 -2.7 -0.34
C 0.3537 -3.0381 -1.3772 -0.2 -0.6 0.1 -0.07
C 1.5269 -2.1422 -1.5868 0.3 1.6 -1.4 -0.63
H 1.4566 -1.6348 -2.5489 -0.1 0.2 -0.2 0.19
H 1.4656 -1.3306 -0.8618 0.3 -0.2 0.2 0.22
H 2.5258 -2.5769 -1.6235 -0.2 -0.5 0.5 0.20
H -0.0191 -3.5315 -2.2748 0.5 -0.2 -0.2 0.17
H 0.7797 -3.7664 -0.6872 -0.9 -0.6 0.5 0.16
H -1.9650 -3.8730 -0.2055 0.5 -0.7 -0.7 0.13
C -2.0582 2.0564 -2.6502 0.5 0.1 1.2 -0.73
C -1.2137 0.7994 -2.4141 -1.3 1.2 0.9 0.62
O -0.7774 0.5616 -1.2991 0.0 0.5 -1.4 -0.56
C -1.0650 -0.1255 -3.5531 0.8 -0.8 1.0 -0.75
H -3.1184 1.8041 -2.6683 0.0 -0.2 -0.2 0.24
H -1.7904 2.6701 -3.5103 0.0 -0.3 -0.2 0.21
H -1.8974 2.6340 -1.7399 -0.2 0.3 -0.1 0.23
H -1.3385 0.2514 -4.5386 0.2 -0.1 0.2 0.22
H -1.5960 -1.0222 -3.2335 -0.3 0.0 -0.5 0.28
H -0.0325 -0.4094 -3.3497 0.3 -0.3 -1.2 0.24
C 4.3615 -0.2937 0.8423 -0.7 0.9 0.1 -0.71
C 3.1361 0.5333 0.4542 -2.2 -1.9 0.5 0.61
O 2.0139 0.2006 0.8531 2.0 0.7 0.2 -0.59
C 3.1914 1.4661 -0.6890 0.1 1.6 -0.1 -0.74
H 4.5737 -0.7226 -0.1371 0.5 -0.5 0.2 0.23
H 4.0921 -1.0136 1.6151 -0.1 -0.1 -0.4 0.25
H 5.2111 0.2853 1.2044 0.0 0.2 -0.3 0.23
H 2.1902 1.7029 -1.0489 -0.1 -0.8 -0.3 0.26
H 3.9009 1.1617 -1.4585 -0.1 0.0 0.0 0.22
H 3.4546 2.4686 -0.3515 0.7 0.1 0.2 0.24
```
Forces are in eV/Å.

Output
Energy in eV: -47493.6519
Total charge: -1
HOMO energy in eV: -3.36
ΔE to the lowest compared entry with this formula, charge and spin in eV: 3.304
Gap between HOMO and LUMO in eV: 5.61



(3)
The following is a DFT calculation (the ωB97M-V functional and the def2-TZVPD basis) of a molecular structure, C14H24BF10N3O8PTi at a distorted geometry.

XYZ file:
```
62
Properties=species:S:1:pos:R:3:forces:R:3:mulliken_spin:R:1
Ti 1.0889 0.6468 -0.5071 -0.9 0.3 0.6 0.91
O -0.5216 3.2781 -0.2779 0.0 -0.1 -0.1 0.01
C -1.1803 3.4084 -1.5110 0.2 -0.3 -0.1 0.00
C -1.6099 2.0523 -2.0882 0.1 0.2 0.4 0.01
N -0.5181 1.0840 -2.3036 -0.2 0.1 -0.1 0.00
C 0.4048 1.5268 -3.3613 0.2 0.1 0.5 0.01
C 1.4782 2.4429 -2.7441 -0.9 -0.1 -0.7 0.00
O 1.8735 3.4159 -3.3421 0.4 0.2 -0.1 0.00
O 1.8220 2.0559 -1.5596 0.4 0.4 0.0 -0.01
C -1.0625 -0.2408 -2.6326 0.4 0.1 0.3 0.00
C -0.0067 -1.3332 -2.3470 -0.9 0.3 -0.6 0.00
O -0.1873 -2.4427 -2.8156 0.2 -0.2 0.0 0.00
O 0.9596 -0.9330 -1.6154 0.4 -0.9 -0.4 0.00
H 0.4288 3.3921 -0.3942 0.0 0.2 0.1 0.00
H -0.5653 3.9647 -2.2262 -0.1 0.0 -0.1 0.00
H -2.0972 3.9769 -1.3258 0.0 0.0 -0.1 0.00
H -2.1536 2.2373 -3.0298 0.0 -0.1 0.0 0.00
H -2.2846 1.6086 -1.3559 0.0 0.0 0.0 0.00
H -0.1190 2.0233 -4.1829 0.0 0.1 0.0 0.00
H 0.9407 0.6570 -3.7475 0.0 0.0 0.0 0.00
H -1.4019 -0.2916 -3.6727 0.0 -0.1 0.0 0.00
H -1.9038 -0.4552 -1.9743 0.0 0.1 0.0 0.00
F 1.3396 1.7558 1.2654 0.5 0.3 -0.1 0.01
P 2.6246 2.7147 1.8672 -0.1 0.5 0.7 0.00
F 1.6815 3.0608 3.1212 0.0 -0.1 -0.1 0.00
F 3.1812 1.4239 2.6445 0.0 -0.1 -0.1 0.00
F 3.8009 3.6412 2.4656 0.0 0.0 0.0 0.00
F 1.9960 3.9749 1.0691 0.0 -0.1 -0.1 0.00
F 3.5040 2.3470 0.5915 0.0 -0.1 -0.1 0.00
C -3.8989 1.2235 1.7487 0.4 -0.1 -0.2 0.00
O -2.6100 1.3345 1.1037 -1.8 -0.2 0.5 0.00
C -1.4913 0.9302 1.8824 1.6 1.8 1.4 0.00
O -1.6608 0.3998 2.9775 -1.4 -0.2 -0.4 0.00
H -4.6646 1.3846 0.9860 0.0 0.0 0.0 0.00
H -3.9911 1.9757 2.5363 -0.1 0.0 0.0 0.00
H -4.0075 0.2371 2.2068 -0.1 0.0 0.0 0.00
F 4.9696 -0.7540 -0.1617 -0.2 0.2 0.1 0.00
B 3.6861 -0.9824 -0.6325 0.8 -0.5 -0.5 0.00
F 3.3822 -2.3401 -0.5289 -0.1 0.2 0.0 0.00
F 3.5251 -0.4912 -1.9204 0.1 0.0 0.1 0.00
F 2.7229 -0.2516 0.2282 0.2 -0.1 0.1 0.01
C 1.3064 -1.2098 2.6276 0.0 0.2 0.1 0.00
N 0.4809 -2.0898 1.8152 0.5 0.2 -0.5 0.00
C 1.0645 -3.4049 1.5683 -0.2 -0.3 0.2 0.00
C 0.1004 -4.2652 0.7564 -0.1 0.1 0.0 0.00
C -1.3078 -3.7349 0.9652 0.0 -0.2 -0.1 0.00
N -1.3510 -2.4000 0.4129 0.3 0.0 0.3 0.00
C -2.6760 -1.8492 0.1991 0.1 0.0 -0.3 0.00
C -0.3442 -1.5513 0.8583 -0.9 -0.6 0.6 -0.01
O -0.3829 -0.3480 0.5654 1.5 -1.1 -1.3 0.05
H 2.3226 -1.1050 2.2476 0.0 -0.1 0.0 0.00
H 1.3526 -1.6352 3.6343 -0.1 0.0 0.0 0.00
H 0.8387 -0.2297 2.6893 0.0 0.0 0.0 0.00
H 1.2536 -3.8511 2.5509 0.0 0.0 0.0 0.00
H 2.0204 -3.3131 1.0436 0.0 0.1 0.1 0.00
H 0.1764 -5.3147 1.0466 0.0 0.0 0.0 0.00
H 0.3222 -4.1622 -0.3079 0.0 -0.1 0.0 0.00
H -1.5689 -3.7289 2.0362 0.0 0.0 0.0 0.00
H -2.0402 -4.3482 0.4355 0.0 0.0 0.0 0.00
H -3.1314 -2.3238 -0.6760 0.0 0.0 0.0 0.00
H -2.5866 -0.7786 0.0275 -0.1 0.0 0.1 0.00
H -3.3237 -2.0153 1.0687 0.1 0.1 0.0 0.00
```
Forces are in eV/Å.

Output
Energy in eV: -96030.2571
Total charge: -2
HOMO energy (spin up / spin down) in eV: 0.23 / 0.24
ΔE to the lowest compared entry with this formula, charge and spin in eV: 3.741
Multiplicity: 2
Gap between HOMO and LUMO (spin up / spin down) in eV: 4.31 / 4.31



(4)
The following is a DFT calculation (the ωB97M-V functional and the def2-TZVPD basis) of a molecular structure, C14H24BrCdN5O6 at a distorted geometry.

XYZ file:
```
51
Properties=species:S:1:pos:R:3:forces:R:3:nbo_charge:R:1
O -0.3028 -0.4750 -4.3987 0.0 0.4 -0.6 -0.76
H -0.0150 -0.1745 -5.2917 -0.1 -0.4 1.2 0.50
Cd 0.0364 0.0315 -0.5968 1.1 1.5 0.3 1.63
N 0.4071 1.7130 0.9803 2.7 2.1 -1.1 -0.28
N 1.6820 1.3591 -1.2556 0.6 2.0 1.3 -0.22
N -1.0915 -1.1568 0.9453 -0.3 -2.6 1.2 -0.19
N -0.3965 -2.0362 -1.4042 -0.7 -2.5 0.9 -0.26
O -0.0778 1.6859 2.1896 -1.4 -0.6 1.5 -0.71
O -1.3452 -0.6673 2.2017 0.1 -0.5 -1.2 -0.56
O 0.0966 -2.5693 -2.5953 -0.8 0.5 0.3 -0.56
O 2.2977 1.1127 -2.3372 0.5 -0.3 -1.0 -0.61
C 2.0843 2.4171 -0.4932 -0.5 -2.3 -2.3 0.04
C 1.3855 2.6204 0.7246 -2.7 -2.3 1.1 0.11
C -1.2842 -2.4554 0.7476 -0.3 3.2 1.6 0.15
C -0.8482 -2.9451 -0.5390 1.0 1.5 -3.1 0.24
C 1.7440 3.6661 1.7174 0.2 0.2 0.1 -0.66
H 2.0241 3.2123 2.6778 -0.3 0.2 -0.1 0.23
H 0.9001 4.3522 1.8675 0.1 -0.3 0.2 0.23
H 2.5889 4.2591 1.3589 -0.2 -0.1 0.2 0.21
C 3.2701 3.1864 -0.9364 0.1 0.2 0.0 -0.65
H 3.1173 3.5106 -1.9739 0.3 -0.2 0.1 0.23
H 4.1774 2.5601 -0.8712 -0.3 0.2 -0.3 0.22
H 3.4080 4.0680 -0.3041 0.1 -0.1 -0.3 0.20
C -1.9212 -3.3412 1.7661 -0.1 -0.3 0.1 -0.68
C -0.9967 -4.3895 -0.8822 0.0 -0.5 0.0 -0.69
H -2.4660 -2.7531 2.5100 0.2 -0.1 -0.2 0.26
H -1.1793 -3.9629 2.2837 -0.1 0.2 0.0 0.24
H -2.6176 -4.0303 1.2778 0.0 0.1 0.1 0.23
H -0.2967 -4.7388 -1.6439 0.0 0.3 0.2 0.26
H -2.0092 -4.5610 -1.2816 0.2 0.1 0.1 0.25
H -0.8921 -5.0163 0.0106 0.0 0.2 -0.2 0.24
H -0.8397 0.2326 2.2143 0.0 0.7 0.2 0.52
H -0.0694 -1.8543 -3.2677 0.5 -0.3 0.3 0.52
C -0.9550 0.6219 -3.7412 0.0 0.2 -0.1 -0.27
H -0.2537 1.2969 -3.2338 0.2 -0.2 -0.2 0.20
H -1.6521 0.2245 -2.9915 0.0 0.0 -0.3 0.17
H -1.5026 1.2006 -4.4887 -0.2 0.0 0.3 0.18
O -2.2189 1.3937 -0.3495 -0.6 -0.4 0.4 -0.97
H -2.8976 0.8076 0.0389 0.4 0.3 -0.3 0.48
H -2.0403 2.0187 0.3744 0.4 -0.1 -0.2 0.51
Br 4.2481 -4.4086 0.1461 0.0 0.0 0.0 0.08
C 3.6035 -2.8121 0.9118 -0.7 0.8 0.1 -0.13
C 4.2020 -2.2500 2.0402 -0.3 0.2 -0.1 -0.19
C 3.6418 -1.0886 2.5816 -0.4 -0.2 -0.5 -0.24
C 2.5155 -0.5363 1.9648 0.3 0.1 0.1 0.05
N 1.9776 -1.0474 0.8580 -0.1 -0.6 -0.2 -0.48
C 2.4830 -2.1731 0.3438 0.7 -0.1 0.5 0.01
H 5.0756 -2.7194 2.4752 0.0 0.1 0.0 0.23
H 4.0354 -0.5852 3.4561 0.1 -0.2 0.0 0.23
H 2.0227 0.3505 2.3669 0.1 -0.1 -0.1 0.24
H 1.9897 -2.5773 -0.5385 0.2 0.0 0.1 0.21
```
Forces are in eV/Å.

Output
Energy in eV: -109242.8697
Total charge: 0
HOMO energy (spin up / spin down) in eV: -5.63 / -5.60
ΔE to the lowest compared entry with this formula, charge and spin in eV: 0.000
Gap between HOMO and LUMO (spin up / spin down) in eV: 4.71 / 4.69



(5)
The following is a DFT calculation (the ωB97M-V functional and the def2-TZVPD basis) of a gas-phase ion, C14H24BrClN3O2 (charge +1) at a distorted geometry.

XYZ file:
```
45
Properties=species:S:1:pos:R:3:forces:R:3:nbo_charge:R:1
C -3.1876 1.6477 3.7274 0.0 -0.5 0.5 -0.65
C -2.1136 1.4727 2.4968 -0.5 -0.9 -0.1 -0.42
C -2.8144 1.6543 0.9899 1.4 -2.3 0.0 -0.28
Br -3.0792 3.6162 0.5232 0.2 -1.9 0.4 0.05
C -1.7403 0.9457 -0.0691 3.6 2.5 -1.3 0.17
C -0.3608 1.7348 -0.4842 -4.1 -5.5 -0.3 -0.07
N 0.3287 0.7686 -1.4246 -4.6 -0.9 2.8 -0.37
C 1.6498 1.1538 -2.0534 1.2 0.1 -2.6 -0.24
C 1.8933 2.7922 -2.1607 0.6 0.6 0.0 -0.45
C 2.7057 3.3546 -0.8264 0.0 -0.6 -0.3 -0.24
N 2.0082 4.4948 -0.1178 -1.5 -1.7 0.5 -0.82
C -0.5160 -0.5038 -1.5604 0.3 1.6 0.1 0.47
C -0.0962 -1.8448 -2.4673 -0.1 0.7 1.0 -0.46
C -0.2667 -3.1485 -1.4524 -0.3 0.7 0.3 -0.42
C 1.1223 -3.9833 -1.2018 -1.2 -1.3 0.7 -0.44
C 1.5099 -3.9795 0.4026 1.5 -0.2 -0.3 -0.09
O 0.4108 -4.4876 1.2678 1.6 2.4 3.0 -0.54
C 0.6062 -3.9597 2.6580 -5.4 -0.4 4.1 0.59
O -0.3799 -3.9688 3.5921 6.5 -0.2 -6.9 -0.53
N -1.7952 -0.3987 -0.7600 4.7 4.8 -0.1 -0.42
Cl -3.1394 -1.4621 -0.5526 1.5 0.7 -0.5 0.31
H -4.2440 1.2099 3.4100 2.2 1.1 0.6 0.22
H -3.2879 2.7435 4.1410 0.1 -2.2 -1.2 0.24
H -2.8377 0.9831 4.6527 -0.6 1.4 -2.1 0.24
H -1.1543 2.1433 2.5852 -2.0 -1.2 -0.2 0.23
H -1.7520 0.3377 2.5271 -0.7 2.4 -0.2 0.22
H -3.8065 1.0325 0.8928 1.8 1.6 0.3 0.26
H -0.0059 2.7882 -0.1172 -0.6 -2.4 -1.0 0.30
H 1.6249 0.7380 -3.1712 0.0 0.8 2.5 0.24
H 2.5977 0.6873 -1.5353 -2.2 0.7 -0.7 0.24
H 0.8869 3.3958 -2.3491 2.0 -1.5 0.5 0.23
H 2.5934 3.0715 -3.0854 -1.7 -1.2 1.8 0.26
H 2.8014 2.4431 -0.0984 0.0 1.7 -1.2 0.18
H 3.7951 3.7122 -1.0762 -2.2 -0.8 0.2 0.22
H 1.1390 4.8134 -0.6334 1.5 -0.5 0.6 0.36
H 1.6449 4.0647 0.7827 0.5 1.1 -1.3 0.35
H 1.0315 -1.7459 -2.8162 -2.5 0.1 0.8 0.25
H -0.7901 -1.9220 -3.4197 1.4 0.3 2.1 0.27
H -1.1560 -3.7880 -1.8840 2.0 1.1 1.0 0.25
H -0.6032 -2.7331 -0.3857 0.6 -1.1 -2.4 0.22
H 0.8895 -5.1209 -1.4709 0.7 2.5 0.5 0.25
H 2.0224 -3.6398 -1.8681 -1.7 -0.5 1.5 0.23
H 2.4389 -4.7055 0.5569 -1.9 1.6 -0.4 0.21
H 1.7853 -2.9160 0.8140 -0.4 -1.9 -1.2 0.18
H 1.6409 -3.4920 3.0214 -2.0 -1.2 -1.5 0.17
```
Forces are in eV/Å.

Output
Energy in eV: -106019.2947
Total charge: +1
HOMO energy in eV: -12.38
ΔE to the lowest compared entry with this formula, charge and spin in eV: 10.957
Gap between HOMO and LUMO in eV: 8.44



(6)
The following is a DFT calculation (the ωB97M-V functional and the def2-TZVPD basis) of a molecular structure, C14H24CdNO2P at a distorted geometry.

XYZ file:
```
43
Properties=species:S:1:pos:R:3:forces:R:3:nbo_charge:R:1
C -2.7301 0.3565 -2.7451 0.0 -0.1 0.1 -0.23
C -2.5306 -0.8909 -2.1618 0.3 -0.1 0.5 -0.22
C -1.8169 -1.0237 -0.9409 -0.5 -0.2 -1.0 -0.06
C -1.2993 0.1110 -0.3107 -0.1 0.6 0.2 -0.61
C -1.4128 1.3497 -0.9550 -0.5 -0.1 -1.0 0.02
C -2.1706 1.4711 -2.1410 0.5 0.0 0.3 -0.25
C -1.6080 -2.4101 -0.3514 -0.5 0.2 0.3 -0.44
C -0.1656 -2.9019 -0.1562 0.4 -0.2 -0.1 -0.22
N 0.8756 -1.8889 0.1240 0.3 -0.2 0.2 -0.50
Cd -0.1930 -0.0446 1.5856 -0.8 -0.8 -0.3 1.53
C -0.6626 2.5767 -0.4694 0.4 -0.2 0.8 -0.74
P 1.0010 2.0805 0.2118 -0.6 0.5 -0.5 0.76
H -2.9596 -1.7618 -2.6574 0.2 0.0 0.2 0.20
H -2.2982 2.4414 -2.6053 0.1 0.1 0.0 0.20
H -3.2914 0.4596 -3.6791 0.2 -0.1 0.4 0.21
H -1.1681 3.0497 0.3937 -0.1 0.1 -0.6 0.23
H -0.4410 3.2832 -1.2972 -0.5 -0.2 0.6 0.23
H -2.0874 -2.4408 0.6377 0.0 0.0 -0.3 0.25
H -2.0999 -3.1590 -0.9934 0.0 0.3 0.3 0.21
H -0.1574 -3.6091 0.6779 -0.1 0.1 -0.2 0.22
C 1.5251 3.6419 1.0203 0.3 -0.1 0.0 -0.95
C 1.9115 2.2037 -1.3772 0.5 -0.2 0.2 -0.94
H 0.1219 -3.4492 -1.0684 0.2 0.0 0.2 0.17
C 1.4614 -1.4279 -1.1479 -0.2 0.0 0.4 -0.43
C 1.9477 -2.4350 0.9855 -0.2 0.2 -0.2 -0.43
H 0.7792 1.8202 3.4398 0.1 -0.1 0.1 0.02
H 1.9307 -2.2845 -1.6663 -0.1 0.3 0.0 0.18
H 0.6692 -0.9956 -1.7779 0.4 -0.1 0.2 0.23
H 2.2310 -0.6775 -0.9322 -0.2 -0.1 -0.1 0.19
H 2.5177 -3.2324 0.4704 -0.2 0.1 0.3 0.18
H 2.6396 -1.6126 1.2112 0.0 -0.2 0.0 0.19
H 1.5181 -2.8009 1.9319 0.1 0.1 -0.4 0.23
H 1.8918 3.2567 -1.7055 0.1 -0.4 0.0 0.23
H 2.9408 1.8796 -1.1611 -0.2 0.2 -0.5 0.23
H 1.4705 1.5603 -2.1553 0.1 0.2 0.4 0.25
H 1.5698 4.4666 0.2890 -0.1 -0.2 0.4 0.23
H 0.8420 3.8882 1.8465 0.3 0.0 -0.3 0.24
H 2.5283 3.4554 1.4341 -0.3 0.3 0.0 0.24
H 1.3962 1.4353 3.2708 -0.1 0.2 0.1 -0.02
O -0.9474 -0.2045 3.9132 0.2 -1.1 -0.9 -0.78
C -1.1731 -1.4455 3.7478 0.2 0.2 -0.9 0.64
O -0.9726 -2.0812 2.6561 0.1 1.1 1.6 -0.80
H -1.5833 -2.0095 4.6080 0.1 0.1 -0.2 0.10
```
Forces are in eV/Å.

Output
Energy in eV: -34344.4225
Total charge: 0
HOMO energy in eV: -7.85
ΔE to the lowest compared entry with this formula, charge and spin in eV: 0.000
Gap between HOMO and LUMO in eV: 8.49